(1)
The following is a DFT calculation (wB97M-V/def2-TZVPD) of a structure of composition C27H45LuN4OP2.

**Total charge**: +2
**Molar mass**: 678.60 g/mol
**Energy above the lowest of the compared OMol25 structures with the same formula, charge and spin**: 0.696 eV
**E**: -88920.66866 eV

Element x y z (Å)
Lu  0.20  0.09  -0.65
P  -0.20  -1.90  -2.39
P  -0.01  2.73  -0.31
N  1.22  0.82  -2.54
C  1.38  -1.59  -3.32
H  2.06  -2.43  -3.10
H  1.15  -1.65  -4.39
C  2.12  -0.26  -3.03
H  2.89  -0.40  -2.25
H  2.68  0.08  -3.92
C  1.76  2.24  -2.57
H  1.22  2.83  -3.34
H  2.81  2.21  -2.87
C  1.64  2.91  -1.18
H  1.87  3.98  -1.25
H  2.39  2.48  -0.49
C  0.23  3.36  1.41
C  0.55  2.23  2.40
H  1.54  1.80  2.21
H  -0.23  1.44  2.34
H  0.53  2.62  3.43
C  -1.03  3.93  -1.25
C  -2.54  3.73  -0.97
H  -3.11  3.96  -1.88
H  -2.91  4.38  -0.16
H  -2.78  2.69  -0.71
C  -1.47  -2.33  -3.66
C  -2.75  -2.88  -3.03
H  -3.56  -2.80  -3.76
H  -3.07  -2.28  -2.18
H  -2.68  -3.92  -2.72
C  0.08  -3.42  -1.36
C  -1.04  -3.63  -0.32
H  -0.59  -4.16  0.54
H  -1.85  -4.26  -0.74
H  -1.49  -2.69  0.05
C  -2.14  0.18  -0.67
C  -0.54  5.38  -1.10
H  0.32  5.50  -0.43
H  -0.21  5.76  -2.08
H  -1.33  6.05  -0.76
C  -0.94  -3.19  -4.84
H  -1.71  -3.90  -5.18
H  -0.69  -2.54  -5.69
H  -0.04  -3.77  -4.62
C  0.37  -4.68  -2.17
H  0.60  -5.50  -1.47
H  -0.49  -5.01  -2.76
H  1.24  -4.57  -2.84
C  -0.99  4.14  1.90
H  -1.91  3.56  1.81
H  -0.86  4.36  2.97
H  -1.14  5.10  1.40
H  1.08  4.05  1.34
H  1.00  -3.15  -0.82
H  -0.88  3.63  -2.31
H  -1.73  -1.35  -4.08
O  -2.99  -0.12  0.13
H  0.29  0.80  -3.04
H  -2.30  0.56  -1.80
N  -0.91  -0.32  9.12
C  -0.52  -0.54  8.04
C  -0.05  -0.81  6.72
C  -0.94  -0.86  5.64
C  -0.48  -1.08  4.33
C  0.90  -1.27  4.11
C  1.79  -1.28  5.19
C  1.31  -1.04  6.49
N  1.42  -1.35  2.79
C  2.80  -1.28  2.44
C  2.84  -1.13  1.09
N  1.53  -1.10  0.60
C  0.70  -1.23  1.66
H  -2.00  -0.72  5.82
H  -1.17  -1.09  3.48
H  2.85  -1.46  5.02
H  2.01  -1.04  7.32
H  3.59  -1.32  3.18
H  3.70  -1.06  0.43
H  -0.40  -1.24  1.58

(2)
The following is a DFT calculation (wB97M-V/def2-TZVPD) of a structure of composition C27H45NO2P2Sn.

**Total charge**: +2
**Molar mass**: 596.32 g/mol
**Energy above the lowest of the compared OMol25 structures with the same formula, charge and spin**: 0.498 eV
**E**: -58704.19887 eV

Element x y z (Å)
Sn  3.83  1.46  -0.80
C  -1.95  -1.25  3.52
C  -1.59  -2.29  2.61
C  0.27  -1.76  3.86
C  -0.79  -0.90  4.27
C  -0.22  -2.60  2.82
C  -3.31  -0.71  3.72
H  -3.89  -0.72  2.80
H  -3.27  0.32  4.09
H  -3.86  -1.30  4.47
C  -0.72  0.11  5.33
H  -1.47  0.90  5.17
H  0.27  0.57  5.36
H  -0.91  -0.32  6.33
C  1.58  -1.84  4.50
H  1.49  -2.27  5.51
H  2.03  -0.84  4.64
H  2.26  -2.46  3.92
C  0.53  -3.68  2.16
H  0.50  -4.62  2.74
H  1.59  -3.41  2.06
H  0.13  -3.89  1.16
C  -2.47  -2.97  1.64
H  -2.45  -4.06  1.80
H  -2.14  -2.79  0.60
H  -3.51  -2.62  1.73
C  -1.71  1.31  0.26
C  -2.88  0.66  0.33
C  -3.47  -0.27  -0.68
C  -2.60  -0.79  -1.86
C  -1.38  -1.52  -1.43
C  -0.14  -1.05  -1.24
C  0.30  0.37  -1.06
C  -0.82  1.44  -0.93
H  -4.37  0.21  -1.11
H  -2.36  0.01  -2.58
H  -3.84  -1.17  -0.16
H  -1.43  1.43  -1.85
H  -1.28  1.79  1.16
H  -3.54  0.85  1.18
H  -0.31  2.42  -0.87
H  0.98  0.46  -0.19
H  0.68  -1.78  -1.22
H  0.96  0.63  -1.92
H  -3.22  -1.53  -2.40
H  -1.53  -2.61  -1.34
P  -0.39  1.31  -3.97
C  -0.68  3.04  -4.48
C  -1.57  0.54  -5.14
P  2.07  -0.55  -4.15
C  1.23  0.99  -4.81
C  1.23  -1.70  -5.34
C  3.55  -0.37  -5.20
H  0.17  3.66  -4.18
H  -1.59  3.40  -4.00
H  -0.81  3.07  -5.56
H  -1.47  1.03  -6.12
H  -2.59  0.72  -4.78
H  -1.43  -0.54  -5.26
H  3.26  -0.16  -6.23
H  4.12  -1.31  -5.18
H  4.17  0.44  -4.81
H  1.89  1.86  -4.63
H  1.04  0.89  -5.89
H  1.83  -2.62  -5.42
H  1.17  -1.25  -6.34
H  0.21  -1.98  -5.02
O  3.38  2.68  0.88
C  3.28  2.58  2.17
C  3.23  3.83  3.06
C  3.17  3.25  4.45
C  2.89  1.80  4.20
O  2.41  1.06  5.06
N  3.19  1.45  2.89
H  4.15  4.41  2.89
H  2.36  4.46  2.80
H  4.15  3.39  4.91
H  2.42  3.73  5.07

(3)
The following is a DFT calculation (wB97M-V/def2-TZVPD) of a structure of composition C27H45NO2P2W.

**Total charge**: +2
**Molar mass**: 661.45 g/mol
**Spin multiplicity**: 3
**Energy above the lowest of the compared OMol25 structures with the same formula, charge and spin**: 0.000 eV
**E**: -54696.88407 eV

Element x y z (Å)
W  0.57  0.98  -0.19
C  1.84  -0.74  0.00
C  2.47  0.41  0.59
C  0.46  0.05  1.72
C  0.60  -0.97  0.70
C  1.63  0.90  1.65
C  2.44  -1.69  -0.98
H  3.12  -1.20  -1.68
H  1.66  -2.21  -1.55
H  3.00  -2.45  -0.42
C  -0.28  -2.13  0.45
H  -0.44  -2.30  -0.62
H  -1.27  -2.00  0.93
H  0.18  -3.04  0.87
C  -0.67  0.17  2.66
H  -0.39  -0.10  3.69
H  -1.50  -0.48  2.36
H  -1.04  1.21  2.69
C  1.88  2.07  2.53
H  2.38  1.81  3.47
H  0.94  2.55  2.79
H  2.52  2.80  2.01
C  3.81  0.93  0.20
H  4.62  0.45  0.78
H  3.89  2.01  0.35
H  4.01  0.71  -0.86
C  -1.25  0.26  -2.37
C  -0.04  0.01  -2.94
C  1.15  0.98  -2.98
C  1.05  2.47  -2.49
C  0.81  3.00  -1.11
C  -0.55  3.50  -0.70
C  -1.59  2.33  -0.76
C  -1.81  1.63  -2.11
H  1.43  1.13  -4.05
H  0.33  2.95  -3.20
H  2.03  0.50  -2.51
H  -1.53  2.31  -2.95
H  -1.83  -0.55  -1.91
H  0.26  -1.03  -3.10
H  -2.92  1.51  -2.19
H  -1.40  1.58  0.08
H  -0.56  3.87  0.34
H  -2.58  2.75  -0.50
H  2.02  2.91  -2.79
H  1.67  3.55  -0.66
P  -0.95  3.67  -4.31
C  -2.22  3.43  -5.57
C  0.29  4.66  -5.21
P  -0.82  5.04  -1.56
C  -1.67  4.87  -3.14
C  0.69  5.97  -1.83
C  -1.94  6.07  -0.61
H  -3.22  3.33  -5.11
H  -1.99  2.53  -6.15
H  -2.20  4.31  -6.23
H  -0.27  5.44  -5.76
H  0.79  3.98  -5.92
H  1.04  5.10  -4.55
H  -2.25  6.92  -1.22
H  -1.43  6.43  0.29
H  -2.83  5.49  -0.33
H  -2.73  4.62  -2.98
H  -1.59  5.84  -3.67
H  0.96  6.49  -0.90
H  0.53  6.73  -2.61
H  1.53  5.33  -2.13
O  -4.69  0.82  -1.56
C  -4.64  0.00  -0.66
C  -5.91  -0.63  -0.06
C  -5.41  -1.49  1.06
C  -3.90  -1.31  0.99
O  -3.14  -1.88  1.80
N  -3.51  -0.48  -0.03
H  -6.59  0.16  0.28
H  -6.42  -1.23  -0.84
H  -5.78  -1.17  2.03
H  -5.66  -2.54  0.90

(4)
The following is a DFT calculation (wB97M-V/def2-TZVPD) of a cluster of 7 separate species, C27H46BBr12F13N3O4S in total.

**Total charge**: +1
**Molar mass**: 1725.38 g/mol
**E**: -928744.98977 eV

Element x y z (Å)
C  1.52  -5.33  2.88
C  1.87  -4.14  1.95
N  0.67  -3.44  1.45
C  0.32  -3.77  0.11
C  0.49  -2.62  -0.91
B  2.05  -2.25  -1.11
O  2.82  -1.87  -0.01
O  2.65  -2.35  -2.33
C  2.25  -1.18  -3.09
C  2.99  0.09  -2.67
O  -0.27  -1.48  -0.57
C  -1.66  -1.76  -0.58
C  -2.50  -0.54  -0.22
C  -1.73  0.32  0.79
C  -2.66  1.14  1.69
F  -3.02  2.24  0.97
F  -3.82  0.51  1.99
C  -1.98  1.70  2.96
F  -2.92  2.46  3.59
F  -1.00  2.54  2.58
C  -1.51  0.62  4.00
F  -2.18  0.76  5.15
F  -1.90  -0.61  3.53
C  0.03  0.51  4.22
F  0.69  0.56  3.05
F  0.26  -0.73  4.71
S  0.79  1.71  5.46
F  2.05  0.76  5.58
F  1.55  2.48  4.28
F  -0.42  2.72  5.28
F  0.08  0.97  6.65
F  1.44  2.70  6.50
C  -1.98  -2.89  0.42
N  -1.20  -4.11  0.10
O  -1.42  -5.05  1.17
C  -2.37  -5.90  0.86
N  -3.08  -6.76  0.57
H  0.48  -5.63  2.72
H  2.15  -6.19  2.69
H  1.62  -5.01  3.92
H  2.54  -4.45  1.14
H  2.41  -3.42  2.56
H  0.83  -2.44  1.50
H  0.81  -4.68  -0.24
H  0.13  -3.01  -1.88
H  2.51  -0.99  0.27
H  1.17  -1.00  -2.98
H  2.41  -1.34  -4.15
H  2.27  0.83  -2.27
H  3.70  -0.09  -1.87
H  3.52  0.55  -3.49
H  -1.89  -2.14  -1.58
H  -3.46  -0.89  0.14
H  -2.63  0.05  -1.13
H  -1.04  -0.25  1.41
H  -1.12  1.06  0.28
H  -3.04  -3.12  0.29
H  -1.78  -2.58  1.44
H  -1.48  -4.54  -0.78
Br  -5.39  -3.81  1.84
C  -6.01  -1.97  2.08
C  -7.02  -1.58  1.04
Br  -6.18  -1.23  -0.68
H  -5.13  -1.35  2.07
H  -6.45  -1.95  3.07
H  -7.51  -0.65  1.32
H  -7.77  -2.35  0.86
Br  -8.60  0.76  3.94
C  -7.25  1.56  5.09
C  -5.87  1.13  4.69
Br  -5.50  -0.69  5.27
H  -7.50  1.29  6.11
H  -7.37  2.64  4.96
H  -5.12  1.74  5.18
H  -5.72  1.15  3.62
Br  2.03  3.28  -1.81
C  3.42  4.27  -0.86
C  4.81  3.85  -1.26
Br  5.30  2.15  -0.46
H  3.23  4.12  0.20
H  3.25  5.31  -1.11
H  5.54  4.56  -0.88
H  4.92  3.74  -2.33
Br  3.38  1.43  -7.16
C  1.82  0.71  -8.07
C  0.60  0.76  -7.19
Br  0.65  -0.63  -5.83
H  2.07  -0.30  -8.38
H  1.67  1.33  -8.95
H  -0.30  0.56  -7.77
H  0.49  1.70  -6.67
Br  1.48  4.52  -9.51
C  2.74  4.27  -10.98
C  3.75  3.21  -10.65
Br  5.10  3.86  -9.42
H  3.18  5.24  -11.18
H  2.13  3.97  -11.83
H  4.30  2.92  -11.54
H  3.31  2.33  -10.20
Br  3.44  1.28  2.96
C  4.05  2.52  4.33
C  5.55  2.65  4.32
Br  6.41  1.11  5.13
H  3.66  2.16  5.28
H  3.58  3.48  4.09
H  5.86  3.50  4.92
H  5.96  2.75  3.32

Which of these has the lowest molar mass?
C27H45NO2P2Sn